Entry 1:
The following is a quantum chemistry calculation of one molecule with the formula C19H17ClN2O4S at a distorted geometry, from OMol25.

Positions of all 44 atoms, in Å:
C: -1.1059 2.9735 -1.2373
C: -0.9780 1.5698 -0.7459
C: -0.5307 0.5758 -1.6171
C: -0.3675 -0.7334 -1.2093
C: -0.6624 -1.1009 0.1011
C: -0.5412 -2.5021 0.6129
O: -1.2664 -2.9384 1.4819
N: 0.4631 -3.2245 0.0619
C: 0.6592 -4.6286 0.3735
C: 0.2904 -5.4974 -0.7833
C: -0.9109 -5.9980 -1.1908
C: -0.6567 -6.7135 -2.3865
C: 0.6771 -6.5901 -2.6185
O: 1.2599 -5.8524 -1.6583
C: -1.1404 -0.1264 0.9692
C: -1.2851 1.1825 0.5530
S: -1.8169 2.3131 1.8524
O: -2.5324 3.4400 1.3390
O: -2.4008 1.5520 2.9089
N: -0.3363 2.8429 2.4701
C: 0.5253 3.6706 1.7572
C: 0.0609 4.8836 1.2526
C: 0.9189 5.7106 0.5532
C: 2.2445 5.3590 0.3525
C: 2.6992 4.1566 0.8676
Cl: 4.3474 3.6918 0.6303
C: 1.8560 3.3072 1.5626
H: -0.1377 3.4725 -1.1863
H: -1.4300 2.9785 -2.2758
H: -1.8117 3.5330 -0.6329
H: -0.3090 0.8457 -2.6393
H: -0.0429 -1.4708 -1.9295
H: 1.0324 -2.8286 -0.6682
H: 0.0122 -4.8449 1.2269
H: 1.7059 -4.7991 0.6419
H: -1.8518 -5.8736 -0.6959
H: -1.3689 -7.2446 -2.9835
H: 1.3088 -6.9666 -3.3983
H: -1.4199 -0.3943 1.9765
H: 0.1114 2.0875 2.9673
H: -0.9699 5.1518 1.4104
H: 0.5551 6.6487 0.1635
H: 2.9160 6.0067 -0.1875
H: 2.2296 2.3746 1.9578

Computed properties:
* SMILES: Cc1ccc(C(=O)NCc2ccco2)cc1S(=O)(=O)Nc1cccc(Cl)c1
* HOMO: -8.844 eV
* molar mass: 404.87 g/mol
* orbital gap: 9.102 eV

Atom charges from the natural (NBO) analysis, given in e for atoms 1 to 6: -0.66 0.01 -0.20 -0.17 -0.14 0.67

=====

Entry 2:
The following is a quantum chemistry calculation of one molecule with the formula C19H17ClN4O5S2 at a distorted geometry, from OMol25.

Positions of all 48 atoms, in Å:
C: 4.5350 2.3415 2.4648
S: 2.9186 1.5115 2.3762
O: 1.7119 2.2527 2.7145
O: 3.0803 0.5123 3.4169
N: 2.7948 0.8144 0.8446
C: 2.7471 1.6942 -0.2485
O: 3.4411 2.7177 -0.3285
C: 1.7580 1.5766 -1.4595
N: 0.3714 1.4401 -1.0850
C: -0.1601 0.3185 -0.6193
O: 0.5397 -0.6046 -0.2283
C: -1.6759 0.3232 -0.1993
N: -2.2127 -0.9605 0.3233
C: -2.4207 -2.0840 -0.5065
O: -2.8283 -2.0501 -1.6498
C: -1.8868 -3.3556 -0.0204
C: -1.0726 -3.5497 1.0472
C: -0.9364 -5.0848 1.0421
C: -0.0154 -5.8571 1.8294
C: 0.0066 -7.0952 1.1540
Cl: 1.2807 -8.2240 1.5363
S: -1.0989 -7.3238 -0.2190
C: -1.5447 -5.6790 0.0130
N: -2.0608 -4.5736 -0.7459
C: -2.4173 1.0075 -1.2716
C: -1.7602 2.4169 -1.4936
C: -2.6154 3.5310 -1.7430
C: -1.9908 4.7957 -1.9324
C: -0.7910 4.9215 -1.5067
C: 0.0780 3.8847 -1.1632
C: -0.3724 2.5711 -1.2945
H: 5.3473 1.5726 2.2890
H: 4.6944 3.0328 1.6862
H: 4.5875 2.8626 3.4004
H: 2.0221 0.1993 0.8906
H: 2.0208 0.7613 -2.1489
H: 1.7409 2.3977 -2.0972
H: -1.7088 0.9297 0.7063
H: -1.8381 -1.3655 1.1922
H: -0.6703 -2.8995 1.8201
H: 0.5361 -5.4867 2.7029
H: -2.5290 -4.6524 -1.6733
H: -2.3377 0.3568 -2.2072
H: -3.5133 1.0365 -1.0405
H: -3.6834 3.4562 -1.8539
H: -2.6653 5.6219 -2.0710
H: -0.4699 5.9279 -1.5870
H: 1.0639 4.0598 -1.0559

Computed properties:
* SMILES: CS(=O)(=O)NC(=O)CN1C(=O)[C@H](NC(=O)c2cc3cc(Cl)sc3[nH]2)Cc2ccccc21
* HOMO: -8.170 eV
* molar mass: 480.95 g/mol
* orbital gap: 8.583 eV

Atom charges from the natural (NBO) analysis, given in e for atoms 1 to 6: -0.84 2.23 -0.91 -0.94 -0.85 0.68

=====

Entry 3:
The following is a quantum chemistry calculation of one molecule with the formula C19H17FN4O4 at a distorted geometry, from OMol25.

Positions of all 45 atoms, in Å:
O: -1.2780 -4.8977 7.6847
C: -1.5779 -3.7083 7.4296
O: -0.8401 -2.6297 7.8733
C: -2.8384 -3.4446 6.6231
C: -2.5575 -2.5155 5.4209
C: -1.6547 -3.2356 4.3711
C: -1.4194 -2.3936 3.1259
C: -0.5456 -1.3057 3.1851
C: -0.2808 -0.5234 2.0232
C: -0.8922 -0.8103 0.7751
N: -0.4970 -0.0434 -0.3549
C: -0.7733 -0.2873 -1.6956
O: -1.6105 -1.1054 -2.0111
C: -0.0462 0.4892 -2.7672
N: -0.3393 0.5313 -4.0260
N: 0.4899 1.4019 -4.6736
C: 1.3484 1.8061 -3.7565
N: 2.3916 2.7183 -3.9471
C: 2.6782 3.4642 -5.1341
C: 2.3181 3.0115 -6.3943
C: 2.4974 3.7856 -7.5564
C: 3.1366 5.0041 -7.4580
C: 3.6030 5.4396 -6.2005
C: 3.3661 4.7194 -5.0589
F: 3.7116 5.2270 -3.8487
O: 1.0772 1.2561 -2.5605
C: -1.7747 -1.9150 0.7452
C: -2.0157 -2.7158 1.8718
H: -0.1133 -3.0206 8.3722
H: -3.2573 -4.3905 6.2796
H: -3.6075 -3.0343 7.2726
H: -2.0814 -1.5793 5.7087
H: -3.4599 -2.2678 4.8792
H: -2.0707 -4.2005 4.1174
H: -0.7012 -3.4924 4.7865
H: -0.0038 -1.1040 4.1100
H: 0.4323 0.2847 2.0625
H: 0.1190 0.7188 -0.1701
H: 2.7534 3.1025 -3.0893
H: 1.7837 2.0483 -6.5455
H: 2.1867 3.3941 -8.5221
H: 3.3119 5.5843 -8.3539
H: 4.0618 6.3967 -6.1055
H: -2.3658 -2.1975 -0.1770
H: -2.6646 -3.5654 1.6892

Computed properties:
* SMILES: O=C(O)CCCc1ccc(NC(=O)c2nnc(Nc3ccccc3F)o2)cc1
* HOMO: -8.578 eV
* molar mass: 384.37 g/mol
* orbital gap: 8.766 eV

Atom charges from the natural (NBO) analysis, given in e for atoms 1 to 6: -0.60 0.79 -0.68 -0.51 -0.38 -0.42

=====

Entry 4:
The following is a quantum chemistry calculation of one molecule with the formula C19H17FN4O4 at a distorted geometry, from OMol25.

Positions of all 45 atoms, in Å:
O: -5.0077 -4.0327 -2.7645
C: -5.8374 -3.1986 -2.7084
O: -7.1740 -3.5258 -2.6609
C: -5.4939 -1.7299 -2.7530
C: -4.4439 -1.2766 -1.5602
C: -4.6194 0.2361 -1.3597
C: -3.3369 0.7360 -0.8166
C: -3.2719 1.0744 0.5608
C: -2.0523 1.4624 1.0357
C: -0.9592 1.6403 0.1010
N: 0.3456 2.0392 0.4904
C: 0.8425 2.5839 1.6536
O: -0.0110 3.0588 2.3540
C: 2.2049 2.6074 1.9378
N: 2.8133 3.3426 2.8801
N: 4.0340 2.9140 3.0672
C: 4.2969 2.1614 2.0202
N: 5.4195 1.4665 2.0834
C: 5.3644 0.2319 1.4856
C: 5.8109 0.0269 0.2056
C: 6.0072 -1.3084 -0.1872
C: 5.7368 -2.4950 0.5972
C: 5.3117 -2.2350 1.9684
C: 4.9901 -0.8373 2.3250
F: 4.4847 -0.4712 3.5640
O: 3.1825 1.9666 1.2034
C: -1.0546 1.2217 -1.2118
C: -2.2701 0.8212 -1.6752
H: -7.1776 -4.4817 -2.6284
H: -6.4846 -1.1855 -2.6507
H: -5.0396 -1.5665 -3.6792
H: -4.6473 -1.7842 -0.6940
H: -3.4924 -1.5459 -1.8288
H: -5.5207 0.5705 -0.8621
H: -4.6810 0.6766 -2.4167
H: -4.0772 0.9048 1.2172
H: -1.8733 1.6367 2.0963
H: 1.0005 2.0604 -0.2808
H: 5.6021 1.4364 3.0532
H: 5.9647 0.8357 -0.4661
H: 6.4718 -1.2748 -1.1446
H: 5.8956 -3.4981 0.3383
H: 5.2697 -3.0120 2.7371
H: -0.1285 1.1912 -1.8961
H: -2.3948 0.5557 -2.7305

Computed properties:
* SMILES: O=C(O)CCCc1ccc(NC(=O)c2nnc(Nc3ccccc3F)o2)cc1
* HOMO: -8.087 eV
* molar mass: 384.37 g/mol
* orbital gap: 7.971 eV

Atom charges from the natural (NBO) analysis, given in e for atoms 1 to 6: -0.59 0.79 -0.69 -0.51 -0.35 -0.42

=====

Entry 5:
The following is a quantum chemistry calculation of C19H17FeN2O3 as an isolated structure at a distorted geometry, from OMol25.

Positions of all 42 atoms, in Å:
C: 1.2342 -3.8470 -0.4541
C: 1.4484 -2.3915 -0.1586
C: 0.6860 -1.7650 0.8402
C: 0.8961 -0.4186 1.1175
C: 1.8738 0.2866 0.3869
C: 2.6410 -0.2976 -0.6161
C: 2.4109 -1.6567 -0.8789
N: 1.8593 1.5802 0.9163
C: 0.9178 1.6163 1.9053
C: 0.7093 2.8809 2.6472
N: 0.3138 0.4430 2.0438
H: 1.8861 -4.1671 -1.2738
H: 1.4539 -4.4655 0.4262
H: 0.1925 -4.0431 -0.7393
H: -0.0720 -2.2942 1.4140
H: 3.3827 0.3000 -1.1567
H: 2.9808 -2.1771 -1.6532
H: 2.4416 2.3641 0.6216
H: -0.0481 2.7207 3.4188
H: 1.6486 3.2115 3.1195
H: 0.3707 3.6721 1.9596
O: -6.9764 -1.5497 4.6873
C: -5.9091 -1.4001 4.2419
Fe: -4.3672 -0.7355 3.8874
C: -4.8836 0.9958 3.7335
O: -5.2027 2.0994 3.8951
C: -4.0962 -0.4126 5.5972
O: -4.1747 -0.1115 6.7138
C: -1.4496 -0.1162 3.1827
C: -1.0572 -1.2285 3.9514
C: -1.8574 -2.2823 4.3630
C: -3.2657 -2.4309 4.1028
C: -3.7707 -2.3458 2.7508
C: -3.3835 -1.2700 1.9733
C: -2.7565 -0.1184 2.5694
H: -1.0764 0.8895 3.4605
H: -0.0184 -1.2232 4.2925
H: -1.3982 -3.0673 4.9850
H: -3.8133 -3.0978 4.7875
H: -4.4758 -3.1061 2.3980
H: -3.7215 -1.2065 0.9295
H: -2.9888 0.8438 2.0708

Computed properties:
* spin multiplicity: 5
* HOMO (spin up / spin down): -7.904 / -10.658 eV
* total charge: +1
* molar mass: 377.20 g/mol
* orbital gap (spin up / spin down): 4.248 / 2.897 eV

Atom charges from the natural (NBO) analysis, given in e for atoms 1 to 6: -0.67 0.20 -0.23 0.17 0.34 -0.24

=====

Entry 6:
The following is a quantum chemistry calculation of C19H17FeN2O3S as an isolated structure at a distorted geometry, from OMol25.

Positions of all 43 atoms, in Å:
O: 4.3382 -4.0962 -2.7365
C: 3.4147 -3.4646 -3.0335
Fe: 2.2989 -2.1547 -2.7432
C: 3.1121 -0.8089 -2.0092
O: 3.5317 0.0811 -1.4140
C: 1.6684 -2.3170 -1.0859
O: 1.3452 -2.3344 0.0355
C: 0.0645 -2.6146 -2.7277
C: -1.3611 -2.4501 -2.2243
C: -2.1424 -1.1060 -1.8830
C: -1.4410 0.2976 -1.5204
C: -0.1426 0.3956 -2.3602
C: 0.3361 -0.2301 -3.5083
C: 0.4243 -1.6594 -3.7652
H: 0.3088 -3.7091 -2.8755
H: -1.9993 -2.8838 -3.0244
H: -1.4559 -3.1961 -1.3986
H: -2.8761 -0.8801 -2.6714
H: -2.5963 -1.4656 -0.9403
H: -2.0522 1.1599 -1.7717
H: 0.4574 1.2321 -2.0084
H: 0.8761 0.3401 -4.2842
H: 0.5610 -2.0352 -4.7904
C: 0.4963 3.2238 4.9630
C: -0.3898 2.3579 4.3059
C: -0.0165 1.8204 3.0568
C: 1.1828 2.1599 2.4370
C: 2.0773 3.0038 3.0959
C: 1.7154 3.5223 4.3552
S: 1.3071 1.4222 0.7866
C: -0.3089 0.8926 0.8496
N: -1.2434 0.3987 -0.0224
C: -2.3649 -0.0477 0.9415
C: -2.1065 0.5562 2.3278
N: -0.7353 0.9813 2.1684
H: 0.2396 3.6475 5.9301
H: -1.3454 2.1176 4.7605
H: 3.0339 3.2470 2.6243
H: 2.3982 4.1795 4.8741
H: -3.3202 0.2696 0.5410
H: -2.4173 -1.1333 1.1185
H: -2.7459 1.4556 2.4479
H: -2.1274 -0.1754 3.1788

Computed properties:
* spin multiplicity: 5
* HOMO (spin up / spin down): -1.429 / -3.431 eV
* total charge: -1
* molar mass: 409.27 g/mol
* orbital gap (spin up / spin down): 4.276 / 6.201 eV

Atom charges from the natural (NBO) analysis, given in e for atoms 1 to 6: -0.54 0.42 0.14 0.46 -0.55 0.45